No. 1
# C4H9N3S

An isolated molecule of C4H9N3S (ωB97M-V with the def2-TZVPD basis set, OMol25).

LUMO level = 0.36 eV
SMILES = [H]/N=C\NC(=S)NCC
Highest occupied orbital energy = -8.55 eV

```
17
Properties=species:S:1:pos:R:3:lowdin_charge:R:1
H 1.078 -1.303 -1.421 0.06
N 1.442 -1.928 -0.666 0.10
C 0.725 -1.981 0.365 -0.26
N -0.479 -1.290 0.729 0.03
C -1.267 -0.586 -0.104 -0.95
S -2.935 -0.694 -0.208 0.60
N -0.524 0.111 -1.007 -0.04
C 0.573 0.969 -0.455 -0.24
C 0.073 2.008 0.563 -0.09
H 1.041 -2.604 1.176 0.11
H -0.958 -1.663 1.528 0.12
H -1.050 0.562 -1.735 0.11
H 1.264 0.256 0.017 0.08
H 1.179 1.349 -1.360 0.14
H -0.686 2.753 0.173 0.09
H -0.445 1.507 1.403 0.07
H 0.969 2.535 1.002 0.09
```



No. 2
# C4H9N4

The ion C4H9N4 with charge +1 (ωB97M-V with the def2-TZVPD basis set, OMol25).

LUMO level (spin up / spin down) = -5.19 / -5.19 eV
SMILES = [H]/N=N/N=C\[NH+]=C(C)C
Charge = +1
Highest occupied orbital energy (spin up / spin down) = -13.54 / -13.54 eV

```
17
Properties=species:S:1:pos:R:3:lowdin_charge:R:1
H -0.328 1.032 -3.012 0.10
N -0.608 0.349 -2.308 0.17
N -1.794 0.642 -2.048 -0.06
N -2.623 0.399 -1.108 0.09
C -2.269 0.696 0.112 -0.14
N -0.984 0.863 0.523 0.12
C 0.067 0.042 0.265 -0.20
C 1.509 0.492 0.522 0.03
C -0.180 -1.407 0.234 0.00
H -2.957 1.017 0.839 0.13
H -0.653 1.786 0.728 0.17
H 2.148 -0.356 0.289 0.10
H 1.784 0.724 1.500 0.09
H 1.693 1.341 -0.121 0.10
H -1.205 -1.450 0.012 0.07
H 0.092 -1.926 1.173 0.15
H 0.299 -2.095 -0.359 0.08
```



No. 3
# C4H9N4

The ion C4H9N4 with charge +1 (ωB97M-V with the def2-TZVPD basis set, OMol25).

LUMO level = -4.60 eV
SMILES = [H]/N=N/C(=C)/C(N)=[NH+]/C
Charge = +1
Highest occupied orbital energy = -13.59 eV

```
17
Properties=species:S:1:pos:R:3:lowdin_charge:R:1
H 2.924 1.009 1.829 0.11
N 2.030 0.689 1.392 0.11
N 1.823 -0.523 1.506 -0.02
C 0.737 -1.095 0.971 -0.19
C 0.463 -2.393 1.035 0.14
C -0.382 -0.133 -0.153 -0.16
N -1.384 -0.738 -0.776 0.21
N -0.132 1.107 -0.368 0.00
C -0.821 1.920 -1.221 -0.07
H 1.098 -3.078 1.541 0.08
H -0.422 -2.878 0.508 0.10
H -1.708 -1.605 -0.376 0.11
H -1.982 -0.153 -1.336 0.11
H 0.795 1.355 -0.064 0.11
H -0.614 1.705 -2.259 0.10
H -0.457 2.972 -1.106 0.13
H -1.966 1.839 -1.122 0.14
```



No. 4
# C4H9N4O

The ion C4H9N4O with charge +1 (ωB97M-V with the def2-TZVPD basis set, OMol25).

LUMO level (spin up / spin down) = -5.14 / -5.14 eV
SMILES = C=[N+]=NC/C(O)=N/NC
Charge = +1
Highest occupied orbital energy (spin up / spin down) = -11.85 / -11.86 eV

```
18
Properties=species:S:1:pos:R:3:lowdin_charge:R:1
C -2.384 -1.887 -0.421 0.15
N -2.292 -0.678 -0.181 0.05
N -2.058 0.486 -0.153 0.18
C -1.369 1.222 0.846 -0.07
C -0.036 1.269 0.141 -0.40
O 0.293 2.310 -0.653 0.10
N 0.682 0.208 0.224 0.08
N 1.854 0.097 -0.337 -0.09
C 2.659 -1.048 -0.037 -0.06
H -3.329 -2.399 -0.300 0.12
H -1.519 -2.467 -0.719 0.12
H -1.311 0.717 1.813 0.14
H -1.824 2.208 0.940 0.14
H -0.240 3.100 -0.498 0.13
H 2.284 0.897 -0.795 0.15
H 3.249 -1.315 -0.911 0.09
H 3.338 -0.848 0.798 0.09
H 2.003 -1.872 0.242 0.08
```



The records above yield energy above the lowest of the compared OMol25 structures with the same formula, charge and spin values of 13.17 109.00 70.77 107.99 kcal/mol, respectively.
The records above yield molar mass values of 131.20 113.14 113.14 129.14 Da, respectively.